# 1
Molecular formula: C25H25FFeN3O4PS3
Method: DFT, ωB97M-V with the def2-TZVPD basis set

Properties
expectation value of S²: 8.76
calculated total energy: -117886.850 eV
orbital gap (spin up / spin down): 6.748 / 5.849 eV
multiplicity: 6
total charge: +1

Geometry as XYZ:
```
63
C25H25FFeN3O4PS3 ωB97M-V with the def2-TZVPD basis set
Fe 0.18795 2.51681 -1.28776
C 1.59297 -3.89141 0.93353
C 0.60398 -4.04572 -0.21067
C 0.89957 -5.25833 -1.08919
C 2.35321 -4.96645 -1.58066
C 2.52534 -3.56825 -2.20626
C 3.50539 -3.29718 -3.12869
C 3.66983 -1.88448 -3.50972
F 4.70291 -1.67342 -4.32846
C 2.83525 -0.88731 -3.14080
C 1.75475 -1.12679 -2.25891
C 0.81640 -0.15475 -1.85681
O 1.02932 1.12354 -2.20267
C -0.33624 -0.56274 -1.21991
C -0.45848 -1.90575 -0.79759
N 0.53052 -2.78076 -0.99208
C 1.61244 -2.45198 -1.82726
C -1.44477 0.28362 -0.72710
O -2.48463 -0.20648 -0.38978
O -1.26632 1.59612 -0.66468
H 1.79606 -4.81156 1.47938
H 1.25067 -3.18660 1.69692
H 2.53780 -3.47561 0.55125
H -0.41104 -4.13733 0.22821
H 0.20179 -5.35150 -1.93284
H 0.74629 -6.16616 -0.44293
H 2.82818 -5.76586 -2.18953
H 2.83916 -5.02778 -0.62348
H 4.16270 -4.03367 -3.52295
H 2.88977 0.12785 -3.58045
H -1.29284 -2.28194 -0.23421
S -1.68849 2.33606 5.19541
C -0.83171 2.33715 3.79203
S -0.05774 3.69163 2.99780
C 0.54298 2.57182 1.72799
N 0.15612 1.37614 1.90131
N -0.57166 1.21616 3.07854
C -0.98897 -0.10260 3.50412
C -2.17821 -0.68712 3.07273
C -2.50975 -2.02465 3.34654
C -1.64097 -2.78744 4.15352
C -0.56010 -2.15911 4.76886
C -0.17082 -0.83059 4.39615
S 1.54970 3.30078 0.48674
H -2.78973 -0.06327 2.43864
H -3.43246 -2.37701 2.96867
H -1.89498 -3.82317 4.20111
H 0.02149 -2.82741 5.34949
H 0.70495 -0.42679 4.79402
C -2.25464 4.97706 -0.11312
P -1.45566 5.32010 -1.65282
C -2.69422 5.47727 -2.95169
C -0.32842 6.73328 -1.29939
O -0.60868 4.07786 -2.08920
H -2.99911 5.70637 0.08968
H -1.52973 5.05589 0.68194
H -2.65394 3.95177 -0.14056
H -3.35835 6.34325 -2.86760
H -3.30243 4.53939 -2.99653
H -2.26214 5.53981 -3.92297
H -0.71800 7.74668 -1.15288
H 0.17861 6.72853 -2.24482
H 0.14915 6.33400 -0.45759
```

Partial atomic charges computed with the Mulliken method, in multiples of e: 0.762, -1.407, -0.034, -0.958, -1.060, 0.751, -0.871, -0.016, -0.317, -0.814, 0.447, 1.950, -1.425, 0.009, -0.689, 0.121, 0.082, 0.507, -0.616, -0.067, 0.381, 0.283, 0.419, 0.426, 0.342, 0.380, 0.455, 0.351, 0.572, 0.441, 0.559, -0.303, 0.269, -0.102, 0.381, -0.458, 0.611, -0.310, -0.057, -0.716, -0.453, -0.739, -0.294, -0.277, 0.398, 0.479, 0.464, 0.387, 0.561, -0.925, 0.984, -1.151, -1.065, -0.666, 0.481, 0.137, 0.242, 0.399, 0.307, 0.360, 0.385, 0.355, 0.354


# 2
Molecular formula: C7H3N5O6
Method: DFT, ωB97M-V with the def2-TZVPD basis set

Properties
SMILES: O=[N+]([O-])c1cc2nc(O)c(O)nc2nc1[N+](=O)[O-]
calculated total energy: -27035.593 eV
orbital gap: 8.224 eV

Geometry as XYZ:
```
21
C7H3N5O6 ωB97M-V with the def2-TZVPD basis set
O -1.23457 -0.21925 -3.91536
N -0.21346 0.09250 -3.31416
O 0.73422 0.63269 -3.82985
C -0.15276 -0.16716 -1.94862
C 0.28491 0.87754 -1.09318
C 0.25921 0.68358 0.27644
N 0.71597 1.64866 1.16275
C 0.59298 1.37685 2.48850
O 1.00890 2.22977 3.26599
C -0.03490 0.13694 2.97262
O -0.09326 -0.03979 4.15032
N -0.50256 -0.81110 2.11198
C -0.28996 -0.55661 0.74912
N -0.59146 -1.57183 -0.06872
C -0.51182 -1.40458 -1.40791
N -0.71374 -2.49648 -2.23485
O -1.72803 -3.22973 -2.04243
O 0.12089 -2.71173 -3.11173
H 0.58557 1.83550 -1.48323
H 1.44190 2.93752 2.73668
H 0.32197 0.75673 4.53561
```

Partial atomic charges computed with the Mulliken method, in multiples of e: -0.521, 0.896, -0.579, 0.708, -0.428, 0.384, -0.683, 1.015, -0.454, -0.003, -0.410, -0.591, 0.211, -0.513, -0.226, 0.961, -0.542, -0.496, 0.460, 0.429, 0.380


# 3
Molecular formula: C30H48BrN3O4SSeSiW
Method: DFT, ωB97M-V with the def2-TZVPD basis set

Properties
expectation value of S²: 0.78
calculated total energy: -200482.638 eV
orbital gap (spin up / spin down): 5.288 / 4.947 eV
multiplicity: 2
total charge: -1

Geometry as XYZ:
```
90
C30H48BrN3O4SSeSiW ωB97M-V with the def2-TZVPD basis set
W 1.34035 -1.73282 0.33903
N 2.70101 -0.70779 -1.13071
C 1.85472 0.10913 -2.03542
C 0.54529 -0.61656 -2.36213
O -0.08161 -0.32276 -3.38967
N 0.24123 -1.49009 -1.42013
C -0.95563 -2.29736 -1.47369
C -1.45454 -2.52034 -0.04285
O -2.60821 -2.80407 0.19774
O -0.51783 -2.37560 0.87641
H 3.43162 -0.13575 -0.72147
H 3.14318 -1.46876 -1.64747
H 2.36629 0.36513 -2.96365
H 1.59970 1.02835 -1.50279
H -0.72673 -3.29263 -1.87535
H -1.72838 -1.84395 -2.09359
O 2.84643 -1.85060 1.75234
N 3.26356 -0.72872 2.40757
C 4.40887 -0.86954 3.11247
C 4.89211 0.15071 3.87331
C 4.15169 1.35011 3.91763
C 2.99962 1.46750 3.19741
C 2.51603 0.40600 2.38964
S 1.12541 0.50002 1.41734
H 4.86427 -1.84357 3.00512
H 5.81258 0.02037 4.42154
H 4.49576 2.17810 4.52412
H 2.41085 2.37431 3.20970
C 5.73987 -6.76520 3.54929
C 4.89127 -6.06898 2.51854
C 5.44868 -5.50721 1.38084
C 4.66940 -4.86762 0.41689
C 5.35601 -4.26965 -0.78071
C 3.28256 -4.78436 0.59080
Se 2.19804 -3.90999 -0.73587
C 2.70148 -5.35263 1.73542
C 1.21699 -5.31544 1.95794
C 3.51317 -5.98006 2.67317
H 6.80011 -6.68304 3.30617
H 5.49512 -7.82819 3.61401
H 5.58971 -6.33840 4.54359
H 6.52362 -5.56202 1.23209
H 6.43195 -4.44746 -0.73087
H 5.17725 -3.19325 -0.83518
H 4.97096 -4.68556 -1.71265
H 0.83621 -4.29369 1.97227
H 0.95757 -5.80208 2.89946
H 0.68952 -5.81439 1.14228
H 3.04787 -6.41458 3.55382
C -1.57301 4.56026 0.56129
C -2.98642 3.96669 0.45981
C -3.24940 3.28810 1.81475
C -3.98746 5.12041 0.29609
Si -3.09071 2.71586 -1.00199
Br -2.00156 0.89920 -0.28656
C -2.17062 3.32882 -2.57318
C -0.64522 3.27726 -2.39089
C -2.57497 4.76761 -2.93206
C -2.46987 2.42785 -3.78174
C -4.88440 2.11681 -1.35996
C -5.64823 1.86135 -0.05271
C -4.89174 0.78316 -2.12671
C -5.67082 3.15320 -2.17779
H -1.52491 5.19809 1.45170
H -1.30626 5.17720 -0.29647
H -0.81824 3.77844 0.67439
H -3.18580 4.05076 2.59989
H -2.50301 2.52286 2.02780
H -4.23105 2.82489 1.88528
H -3.85060 5.83222 1.11860
H -5.02197 4.77674 0.33679
H -3.85342 5.66968 -0.63774
H -0.28530 3.83255 -1.52548
H -0.17855 3.70764 -3.28463
H -0.30747 2.24653 -2.31503
H -2.28534 5.49008 -2.16819
H -3.64899 4.87304 -3.10351
H -2.06672 5.05491 -3.85951
H -2.17421 1.39342 -3.59654
H -1.87135 2.78065 -4.62913
H -3.51612 2.46017 -4.08696
H -5.12787 1.14509 0.58609
H -6.62737 1.43452 -0.29714
H -5.82484 2.77371 0.51789
H -4.38047 -0.00551 -1.57429
H -4.43481 0.85196 -3.11141
H -5.93381 0.47227 -2.26428
H -5.74035 4.12124 -1.67704
H -6.69352 2.78837 -2.32815
H -5.23821 3.31690 -3.16505
```

Partial atomic charges computed with the Mulliken method, in multiples of e: 1.054, -0.523, -0.484, 0.509, -0.827, 0.390, -0.610, 0.617, -0.765, -0.750, 0.307, 0.304, 0.328, 0.228, 0.368, 0.261, -0.606, 0.293, -0.501, -0.695, -0.237, -0.709, 0.122, -0.124, 0.505, 0.414, 0.365, 0.443, -1.438, 0.725, -1.270, 0.693, -1.467, 0.612, -0.308, 1.297, -1.601, -1.146, 0.344, 0.313, 0.320, 0.199, 0.389, 0.165, 0.304, 0.241, 0.379, 0.324, 0.278, -2.009, 2.486, -1.833, -1.804, -0.349, -0.249, 2.606, -1.764, -1.914, -2.160, 2.461, -2.112, -1.894, -1.758, 0.602, 0.304, 0.247, 0.522, 0.265, 0.345, 0.542, 0.287, 0.262, 0.319, 0.556, -0.028, 0.288, 0.295, 0.555, 0.344, 0.582, 0.389, 0.335, 0.598, 0.325, 0.371, 0.340, 0.533, 0.276, 0.533, 0.273


# 4
Molecular formula: C6H12NO5S
Method: DFT, ωB97M-V with the def2-TZVPD basis set

Properties
SMILES: OC[C@H]1OC(O)=C([NH2+]S)[C@@H](O)[C@@H]1O
calculated total energy: -28969.700 eV
orbital gap: 8.472 eV
total charge: +1

Geometry as XYZ:
```
25
C6H12NO5S ωB97M-V with the def2-TZVPD basis set
O 1.95851 -0.52705 0.37334
C 1.48741 -1.74547 -0.22268
C -0.06167 -1.72188 -0.41023
O -0.50553 -1.51243 1.00585
C -0.60407 -0.25411 1.48849
O -0.88572 -0.17764 2.80961
C -0.44216 0.83876 0.70140
N -0.76623 2.20630 1.15092
S 0.37028 3.72874 0.52793
C -0.40357 0.71931 -0.82949
O 0.79923 1.32912 -1.25190
C -0.53837 -0.69790 -1.38921
O -1.85441 -0.95825 -1.72516
H 2.90382 -0.72982 0.58031
H 1.79109 -1.97291 -1.24473
H 1.64940 -2.75225 0.33092
H -0.43311 -2.61235 -0.81872
H -1.27299 -1.04431 3.12973
H -0.85242 2.36689 2.15790
H -1.65800 2.58940 0.69130
H 0.83714 2.68761 -0.46910
H -1.22242 1.38690 -1.26487
H 1.47388 0.96702 -0.57745
H 0.11589 -0.66560 -2.19200
H -1.88599 -1.44809 -2.55214
```

Partial atomic charges computed with the Mulliken method, in multiples of e: -0.509, -0.670, -0.111, -0.466, 0.376, -0.525, -0.116, -0.400, -0.089, -0.078, -0.686, -0.776, -0.545, 0.345, 0.381, 0.386, 0.569, 0.410, 0.435, 0.452, 0.385, 0.667, 0.584, 0.580, 0.401


Here are the calculated energy relative to the best compared isomer or geometry (same formula, charge and spin) numbers, same order: 0.0; 0.0; 25.1; 3.5 (kcal per mole).